Record 1
Computed, not measured: a molecular structure, C40H64CrO20, with ωB97M-V with the def2-TZVPD basis set.

Calculated values
- 2S+1 = 6
- net charge = +1
- Kohn-Sham gap (alpha / beta) (hartree) = 0.2208 / 0.1399

Each line ends with the Löwdin charge.
Geometry (Å):
Cr: -4.17 17.93 31.69  1.098
O: -7.69 20.53 26.54  0.031
O: -13.06 21.42 32.59  0.115
O: -6.26 17.54 31.41  -0.291
O: -4.01 17.56 33.79  -0.102
O: -2.95 13.92 30.26  0.066
O: -12.36 20.06 30.97  0.047
O: -7.63 14.92 38.53  0.058
O: -12.50 17.56 34.20  0.069
O: -14.48 18.17 33.45  0.147
O: -9.75 15.17 39.29  0.065
O: -3.53 16.00 30.79  0.005
O: -5.91 21.01 27.76  0.147
O: -10.44 9.08 31.63  0.082
O: -5.11 12.25 34.92  0.054
O: -8.76 12.43 30.13  0.049
O: -9.51 18.39 36.58  0.116
O: -6.76 11.48 29.91  0.078
O: -8.53 18.54 34.66  -0.012
O: -7.21 12.05 34.23  0.088
O: -11.68 10.81 32.06  0.042
C: -10.01 19.87 31.40  -0.133
C: -7.43 20.55 34.70  -0.150
C: -7.16 16.46 31.30  -0.525
C: -6.05 12.41 34.03  -0.465
C: -13.35 16.24 32.51  -0.063
C: -8.01 14.96 36.16  -0.158
C: -10.67 20.72 32.49  -0.054
C: -8.06 16.58 30.06  -0.031
C: -6.60 20.19 27.28  -0.497
C: -8.30 19.37 25.95  -0.133
C: -10.64 10.05 32.38  -0.463
C: -4.51 16.49 34.66  -0.047
C: -4.19 13.52 28.38  -0.113
C: -8.46 20.53 35.79  -0.047
C: -8.95 15.05 38.31  -0.408
C: -9.11 13.32 27.99  -0.135
C: -11.85 16.22 32.44  -0.173
C: -6.51 18.68 27.42  -0.084
C: -7.83 12.50 27.93  -0.057
C: -8.07 16.18 32.49  -0.031
C: -11.15 19.83 30.34  -0.182
C: -3.76 12.61 34.49  -0.122
C: -13.53 17.43 33.40  -0.514
C: -7.71 12.03 29.34  -0.394
C: -10.47 11.93 33.74  -0.143
C: -9.90 10.48 33.64  -0.030
C: -7.81 18.25 26.83  -0.186
C: -7.50 19.24 33.95  -0.133
C: -3.67 15.01 30.07  -0.425
C: -4.63 14.82 28.97  -0.053
C: -5.42 12.86 32.71  -0.025
C: -8.91 19.09 35.77  -0.484
C: -11.75 11.87 32.93  -0.209
C: -12.16 20.75 32.09  -0.443
C: -3.25 12.88 29.40  -0.125
C: -6.99 14.66 37.28  -0.145
C: -9.70 13.08 29.38  -0.218
C: -9.34 14.98 36.84  -0.077
C: -3.89 12.70 33.02  -0.158
C: -11.40 16.75 33.79  -0.149
H: -7.78 19.31 32.89  0.101
H: -10.24 21.70 32.68  0.129
H: -11.21 18.84 29.88  0.112
H: -8.10 11.68 27.27  0.141
H: -10.02 15.79 36.60  0.112
H: -11.44 15.22 32.27  0.096
H: -8.82 10.53 33.49  0.100
H: -7.44 16.44 29.18  0.060
H: -3.34 13.60 32.73  0.099
H: -9.38 19.50 25.92  0.133
H: -9.75 13.07 27.15  0.123
H: -7.90 14.19 35.40  0.091
H: -9.27 21.10 35.34  0.124
H: -9.84 14.02 36.70  0.126
H: -7.81 15.99 35.84  0.091
H: -8.65 15.27 32.38  0.087
H: -7.46 15.97 33.37  0.064
H: -13.81 15.30 32.80  0.135
H: -11.82 12.78 32.34  0.109
H: -6.64 18.58 34.05  0.098
H: -4.68 15.67 28.28  0.145
H: -10.16 9.75 34.40  0.136
H: -2.34 12.43 29.00  0.148
H: -11.10 20.50 29.48  0.132
H: -9.81 12.66 33.27  0.096
H: -9.10 20.29 30.96  0.115
H: -10.61 20.18 33.44  0.109
H: -8.76 15.76 30.19  0.063
H: -7.82 17.29 26.32  0.120
H: -10.62 12.49 29.36  0.134
H: -3.58 13.58 27.48  0.132
H: -6.61 13.66 37.11  0.119
H: -13.76 16.38 31.51  0.132
H: -3.40 13.57 34.87  0.108
H: -8.19 21.06 36.70  0.140
H: -6.43 20.69 35.11  0.120
H: -11.42 16.87 31.68  0.102
H: -6.12 15.32 37.16  0.103
H: -10.11 14.04 29.67  0.108
H: -5.66 12.17 31.90  0.103
H: -8.74 17.03 32.65  0.052
H: -11.41 15.86 34.42  0.123
H: -6.33 18.40 28.46  0.102
H: -7.69 21.33 33.98  0.117
H: -3.64 16.24 35.28  0.118
H: -3.03 11.88 34.84  0.138
H: -5.64 18.36 26.85  0.130
H: -3.52 11.79 32.55  0.126
H: -6.47 15.62 31.15  0.090
H: -5.29 16.78 35.36  0.099
H: -9.00 14.40 27.95  0.097
H: -8.66 17.48 29.97  0.078
H: -9.79 18.89 31.81  0.076
H: -4.75 15.55 34.16  0.075
H: -5.60 14.89 29.46  0.118
H: -6.99 13.04 27.50  0.113
H: -10.73 12.28 34.74  0.110
H: -5.69 13.90 32.52  0.098
H: -7.91 19.32 24.94  0.131
H: -5.06 12.89 28.19  0.094
H: -10.37 17.11 33.80  0.091
H: -3.85 12.15 29.95  0.124
H: -8.53 18.08 27.64  0.098
H: -12.62 11.71 33.57  0.134

=====

Record 2
Computed, not measured: 2 unconnected molecules or ions with the total composition C3H5OP, with ωB97M-V with the def2-TZVPD basis set.

Calculated values
- 2S+1 = 1
- net charge = 0
- energy above the lowest of the compared OMol25 structures with the same formula, charge and spin (eV) = 3.449
- Kohn-Sham gap (alpha / beta) (hartree) = 0.2702 / 0.2371

Each line ends with the Löwdin charge.
Geometry (Å):
P: -0.76 0.15 3.62  0.785
O: 0.05 -1.02 3.91  -0.617
C: -0.76 -0.12 0.01  -0.190
C: 0.10 0.87 0.70  -0.152
C: 0.67 -0.41 0.44  -0.203
H: 0.92 -1.00 1.32  0.078
H: -1.67 -0.56 0.42  0.083
H: -0.89 -0.22 -1.02  0.065
H: 1.35 -0.49 -0.30  0.058
H: 0.14 1.99 0.74  0.093

=====

Record 3
Computed, not measured: a molecular structure, C4H6O2, with ωB97M-V with the def2-TZVPD basis set.

Calculated values
- 2S+1 = 1
- net charge = 0
- energy above the lowest of the compared OMol25 structures with the same formula, charge and spin (eV) = 6.590
- Kohn-Sham gap (hartree) = 0.3536

Each line ends with the Löwdin charge.
Geometry (Å):
O: 0.47 -0.50 -1.62  0.041
O: -2.58 0.18 -0.43  0.128
C: -0.01 0.14 -0.49  -0.626
C: -1.43 -0.06 -0.29  -0.193
C: 0.88 1.16 0.13  -0.017
C: 0.61 -0.13 0.87  -0.097
H: -1.24 -1.31 0.50  0.136
H: 1.76 1.31 -0.48  0.106
H: 0.48 2.06 0.61  0.123
H: 0.31 -1.50 0.79  0.196
H: 0.77 -1.40 -1.34  0.117
H: -0.02 0.05 1.75  0.085

=====

Record 4
Computed, not measured: 9 unconnected molecules or ions with the total composition C20H33Cl10FO3, with ωB97M-V with the def2-TZVPD basis set.

Calculated values
- 2S+1 = 1
- net charge = 0
- energy above the lowest of the compared OMol25 structures with the same formula, charge and spin (eV) = 1.082
- Kohn-Sham gap (hartree) = 0.3503

Each line ends with the Löwdin charge.
Geometry (Å):
Cl: 1.30 -2.35 0.17  0.503
Cl: -0.57 5.42 -6.61  0.466
Cl: 0.67 0.48 -0.35  0.446
Cl: -5.90 3.69 -1.97  0.479
Cl: -2.46 -3.94 -5.42  0.468
Cl: -6.04 1.13 -0.60  0.498
Cl: -0.43 7.06 -4.16  0.461
Cl: -4.29 -5.31 1.35  0.503
Cl: -6.57 -6.74 0.36  0.504
Cl: -1.79 -6.23 -7.09  0.533
F: -3.83 8.21 1.69  0.064
O: -2.38 -0.72 6.20  0.029
O: 2.96 0.50 -5.72  0.010
O: 8.13 -4.06 0.91  0.052
C: 8.65 -2.99 -1.13  -0.029
C: 4.03 -0.18 -5.57  -0.439
C: 5.34 0.42 -6.01  -0.041
C: -2.42 6.49 2.54  -0.013
C: -3.34 7.51 2.73  -0.297
C: 7.35 -5.31 -1.02  -0.015
C: -2.30 6.03 4.87  -0.134
C: 0.03 -1.15 0.19  -1.001
C: -3.25 6.99 5.15  -0.070
C: -1.89 -1.40 7.13  -0.478
C: -1.35 -2.76 6.84  -0.034
C: -6.93 2.60 -1.01  -1.031
C: 8.08 -4.11 -0.31  -0.467
C: -3.80 7.71 4.03  -0.004
C: 4.04 -1.60 -5.07  -0.027
C: -1.93 5.66 3.59  -0.059
C: 0.01 5.48 -4.92  -0.979
C: -5.99 -5.65 1.60  -1.064
C: -2.21 -4.56 -7.09  -1.053
C: -2.06 -0.98 8.56  -0.025
H: 9.58 -2.67 -0.64  0.084
H: 7.50 -5.29 -2.10  0.062
H: 7.98 -2.13 -1.10  0.088
H: -6.20 -6.16 2.54  0.025
H: -3.16 -4.42 -7.61  0.025
H: -2.13 -3.51 6.99  0.094
H: -1.20 -1.41 9.06  0.073
H: -2.05 0.11 8.60  0.087
H: -2.97 -1.40 8.99  0.093
H: 6.25 -0.16 -5.84  0.071
H: -0.62 -3.07 7.59  0.073
H: -6.56 -4.72 1.65  0.032
H: -0.37 -1.11 1.20  0.027
H: 6.28 -5.24 -0.83  0.077
H: -2.22 6.26 1.50  0.108
H: 1.10 5.38 -4.92  0.023
H: -0.73 -1.51 -0.50  0.025
H: -4.47 8.54 4.19  0.105
H: 7.70 -6.25 -0.60  0.077
H: -7.81 2.37 -1.60  0.025
H: 4.92 -1.66 -4.42  0.077
H: -7.26 3.14 -0.12  0.028
H: 8.86 -3.30 -2.15  0.071
H: -1.93 5.41 5.67  0.098
H: 5.42 0.52 -7.09  0.089
H: 5.47 1.36 -5.48  0.089
H: -0.40 4.63 -4.37  0.029
H: -1.27 4.82 3.47  0.102
H: 4.05 -2.32 -5.88  0.089
H: -3.46 7.16 6.19  0.100
H: 3.12 -1.88 -4.54  0.082
H: -1.41 -4.01 -7.58  0.028
H: -0.86 -2.84 5.87  0.088

=====

Record 5
Computed, not measured: 3 unconnected molecules or ions with the total composition C5H9NO2, with ωB97M-V with the def2-TZVPD basis set.

Calculated values
- 2S+1 = 1
- net charge = 0
- energy above the lowest of the compared OMol25 structures with the same formula, charge and spin (eV) = 5.462
- Kohn-Sham gap (alpha / beta) (hartree) = 0.3183 / 0.2658

Each line ends with the Löwdin charge.
Geometry (Å):
O: -0.08 1.79 -0.83  0.148
O: -2.21 -1.65 -0.18  0.076
N: 0.44 -0.25 0.27  0.026
C: -1.89 -0.52 0.01  -0.239
C: -2.81 0.63 0.34  -0.051
C: 2.66 0.93 -0.11  0.043
C: 0.92 -1.60 0.03  -0.083
C: 0.31 0.77 -0.42  -0.424
H: 1.57 -1.87 0.86  0.082
H: 0.07 -2.28 0.00  0.067
H: 2.59 1.97 0.20  0.011
H: -3.83 0.28 0.47  0.079
H: -2.76 1.36 -0.47  0.076
H: 3.09 0.27 0.63  0.004
H: 1.47 -1.67 -0.90  0.089
H: -2.44 1.11 1.25  0.084
H: 2.91 0.73 -1.14  0.013

=====

Record 6
Computed, not measured: a molecular structure, C4H11N2OS, with ωB97M-V with the def2-TZVPD basis set.

Calculated values
- 2S+1 = 1
- net charge = -1
- energy above the lowest of the compared OMol25 structures with the same formula, charge and spin (eV) = 7.131
- Kohn-Sham gap (hartree) = 0.1239

Each line ends with the Löwdin charge.
Geometry (Å):
S: 4.58 0.25 0.10  0.004
O: -2.55 -0.02 -0.95  -0.207
N: 2.02 -0.57 -0.57  0.034
N: -1.20 -0.16 1.32  -0.087
C: -2.77 0.03 0.28  -0.432
C: 0.87 0.16 -0.08  -0.439
C: -0.21 -0.79 0.51  -0.331
C: 0.32 1.12 -1.13  -0.069
H: -1.22 -0.63 2.22  0.026
H: 0.37 -1.60 1.01  0.095
H: -3.29 -0.84 0.74  0.062
H: -0.07 0.56 -1.97  0.076
H: 1.19 0.77 0.77  0.128
H: 1.04 1.92 -1.33  0.068
H: -2.99 0.96 0.81  0.056
H: 2.30 -1.39 -0.05  0.057
H: 2.89 0.00 -0.63  -0.204
H: -0.68 -1.32 -0.34  0.101
H: -0.58 1.54 -0.69  0.062